Entry 1:
Molecular formula: C32H38ClFeN8O3Se
Method: DFT, the ωB97M-V functional and the def2-TZVPD basis

Summary:
HOMO level (alpha / beta): -13.67 / -13.67 eV
LUMO level (alpha / beta): -7.8387 / -6.6542 eV

Geometry as ORCA input:
```
! RIJCOSX wB97M-V def2-TZVPD def2/J DEFGRID3
* xyz 2 2
Fe -0.237 -0.802 0.064
N 2.285 -3.203 0.643
C 2.522 -1.988 1.120
N 3.611 -1.842 1.860
C 3.889 -0.613 2.286
N 4.929 -0.433 3.082
N 3.188 0.500 1.922
C 2.130 0.254 1.217
N 1.646 -0.963 0.842
C 1.386 1.395 0.647
C 1.859 2.693 0.686
C 1.172 3.665 -0.026
C 0.057 3.294 -0.763
C -0.361 1.976 -0.731
N 0.275 1.048 -0.014
H 2.990 -3.906 0.803
H 1.615 -3.365 -0.087
H 5.497 -1.220 3.347
H 5.178 0.494 3.382
H 2.761 2.906 1.239
H 1.525 4.687 -0.035
H -0.482 4.009 -1.368
H -1.202 1.641 -1.318
C -0.928 -2.958 2.685
C -0.619 -4.108 1.771
C -0.269 -5.346 2.290
C 0.016 -6.420 1.454
Cl 0.425 -7.944 2.142
C -0.026 -6.272 0.076
C -0.378 -5.043 -0.463
C -0.680 -3.993 0.388
O -1.044 -2.718 -0.111
C -1.755 -2.681 -1.364
C -0.946 -1.841 -2.325
O -0.874 -2.033 -3.499
O -0.350 -0.790 -1.721
H -0.669 -3.209 3.711
H -1.990 -2.702 2.661
H -0.360 -2.058 2.426
H -0.218 -5.479 3.361
H 0.214 -7.101 -0.572
H -0.380 -4.934 -1.539
H -2.704 -2.176 -1.167
H -1.955 -3.673 -1.748
C -6.721 0.981 0.131
C -6.577 0.245 -1.199
C -5.203 -0.384 -1.436
C -4.093 0.595 -1.801
N -3.739 1.553 -0.742
C -3.094 1.286 0.402
Se -2.444 -0.407 0.922
N -2.904 2.425 1.083
C -2.367 2.580 2.438
C -3.474 2.851 3.454
C -4.418 1.674 3.681
C -3.766 0.503 4.409
C -3.441 3.474 0.348
C -3.469 4.848 0.592
C -4.055 5.631 -0.378
C -4.602 5.073 -1.547
C -4.567 3.718 -1.792
C -3.958 2.925 -0.818
H -7.768 1.192 0.341
H -6.198 1.937 0.146
H -6.343 0.369 0.953
H -6.823 0.911 -2.030
H -7.314 -0.559 -1.230
H -5.264 -1.077 -2.281
H -4.920 -0.973 -0.560
H -4.417 1.202 -2.645
H -3.172 0.088 -2.106
H -1.657 3.408 2.399
H -1.813 1.672 2.674
H -4.039 3.727 3.131
H -2.990 3.120 4.396
H -4.840 1.345 2.725
H -5.264 2.028 4.272
H -2.957 0.051 3.833
H -4.495 -0.280 4.614
H -3.352 0.826 5.365
H -3.060 5.277 1.495
H -4.100 6.702 -0.240
H -5.067 5.729 -2.269
H -4.997 3.303 -2.692
*
```


Entry 2:
Molecular formula: C32H38ClN4O9
Method: DFT, the ωB97M-V functional and the def2-TZVPD basis

Summary:
HOMO level: -11.24 eV
LUMO level: -4.8633 eV

Geometry as ORCA input:
```
! RIJCOSX wB97M-V def2-TZVPD def2/J DEFGRID3
* xyz 1 1
C 2.053 3.209 1.617
C 2.506 2.025 0.791
C 2.054 1.939 -0.791
C 1.379 0.436 -1.080
C -0.191 0.242 -0.538
C -1.019 1.436 0.222
C -1.727 1.004 1.636
C -1.991 2.357 2.583
O -1.375 2.557 3.770
O -2.996 3.367 2.110
C -0.951 -1.227 -0.789
O -2.342 -1.507 -0.304
C -2.280 -2.317 0.951
O -1.425 -3.365 1.113
C -3.207 -1.985 2.297
C -4.809 -1.641 2.272
C -5.577 -1.282 3.714
C -4.789 -1.268 5.178
C -3.176 -1.613 5.195
C -2.435 -1.966 3.765
C -0.052 -2.367 -1.620
C -0.689 -3.867 -1.994
C -1.205 -3.793 -3.583
O -1.111 -2.570 -4.176
Cl -1.855 -5.309 -4.508
C 1.516 -2.059 -2.111
C 2.272 -3.275 -2.918
C 2.991 -4.234 -1.758
O 3.465 -3.426 -0.597
C 3.515 -4.313 0.586
O 4.587 -4.462 1.393
N 2.150 -0.689 -1.803
C 3.587 -0.480 -2.286
O 3.658 -0.121 -3.723
N 2.456 0.249 -4.201
O 2.375 1.464 -4.317
H 2.581 3.555 2.613
H 1.151 3.841 1.219
H 3.184 1.217 1.321
H 2.934 2.163 -1.548
H 1.194 2.729 -1.040
H -1.908 1.751 -0.510
H -0.412 2.416 0.423
H -1.187 0.152 2.228
H -2.824 0.628 1.353
H -3.029 3.350 1.089
H -5.398 -1.623 1.247
H -6.729 -0.988 3.768
H -5.336 -1.007 6.205
H -2.537 -1.592 6.201
H -1.263 -2.177 3.820
H -1.653 -4.120 -1.374
H 0.093 -4.733 -1.903
H 3.177 -2.906 -3.602
H 1.582 -3.914 -3.614
H 2.211 -5.034 -1.354
H 3.941 -4.783 -2.184
H 2.517 -4.891 0.846
H 4.164 0.361 -1.700
H 4.256 -1.462 -2.173
C 4.365 5.019 6.414
C 5.630 5.698 5.902
C 5.440 6.357 4.534
C 5.050 5.306 3.508
N 4.727 4.434 2.656
H 4.049 4.202 5.756
H 4.539 4.587 7.405
H 3.539 5.736 6.495
H 6.435 4.954 5.848
H 5.943 6.459 6.625
H 6.370 6.841 4.218
H 4.658 7.122 4.581
C -3.839 -1.057 -4.884
C -4.925 -1.674 -5.760
C -5.154 -0.898 -7.058
C -5.593 0.521 -6.737
N -5.956 1.699 -6.470
H -4.108 -0.048 -4.557
H -3.690 -1.660 -3.982
H -2.885 -1.003 -5.420
H -5.858 -1.724 -5.186
H -4.642 -2.704 -6.004
H -5.930 -1.387 -7.656
H -4.236 -0.866 -7.655
*
```


For each record above, in turn, the calculated max |F| values are 0.5, 10.1 eV/Å.